Record 1
Here is a molecular structure, C37H33MnN3O4S5 from the Open Molecules 2025 dataset. Energies are from ωB97M-V with the def2-TZVPD basis set.

Cartesian coordinates (Å):
Mn1 1.123 -0.518 0.300
C1 2.326 2.200 -1.026
C2 1.327 1.527 -0.114
N1 1.931 1.243 1.189
N2 1.482 1.883 2.362
C3 0.982 1.120 3.291
S1 0.793 -0.560 3.365
S2 0.382 2.112 4.696
C4 -0.943 3.071 3.886
C5 -2.263 2.726 4.519
C6 -2.848 3.540 5.481
C7 -4.052 3.183 6.080
C8 -4.676 1.999 5.720
C9 -4.089 1.172 4.766
C10 -2.891 1.530 4.172
C11 -0.012 2.165 -0.029
C12 -0.273 3.477 -0.374
C13 -1.567 4.005 -0.364
C14 -2.617 3.178 0.006
C15 -2.389 1.855 0.354
C16 -1.090 1.313 0.345
O1 -0.856 0.067 0.636
H1 2.702 3.145 -0.607
H2 3.185 1.554 -1.215
H3 1.851 2.429 -1.980
H4 -0.737 4.141 3.939
H5 -0.925 2.777 2.841
H6 -2.357 4.465 5.760
H7 -4.497 3.831 6.825
H8 -5.615 1.718 6.181
H9 -4.563 0.240 4.486
H10 -2.417 0.881 3.449
H11 0.553 4.110 -0.678
H12 -1.744 5.036 -0.643
H13 -3.631 3.563 0.018
H14 -3.211 1.201 0.611
O2 -1.961 -2.149 0.274
C17 -1.208 -2.774 1.276
C18 0.081 -3.409 0.799
C19 0.121 -4.764 0.482
C20 1.324 -5.348 0.123
C21 2.472 -4.568 0.114
C22 2.351 -3.224 0.438
N3 1.182 -2.658 0.759
H15 -1.560 -1.267 0.146
H16 -1.819 -3.584 1.693
H17 -0.957 -2.074 2.084
H18 -0.801 -5.330 0.503
H19 1.365 -6.397 -0.152
H20 3.439 -4.970 -0.153
H21 3.204 -2.555 0.419
O3 0.515 -1.318 -1.457
C23 0.418 -1.148 -2.778
C24 1.781 -1.416 -3.477
C25 2.998 -1.259 -2.888
C26 4.080 -1.569 -3.761
C27 3.663 -1.964 -4.996
S3 1.954 -1.966 -5.101
C28 -0.564 -2.165 -3.366
C29 -1.364 -2.099 -4.469
C30 -2.036 -3.323 -4.739
C31 -1.724 -4.287 -3.825
S4 -0.640 -3.708 -2.640
C32 -0.039 0.249 -3.212
C33 0.626 1.195 -3.935
C34 -0.124 2.391 -4.111
C35 -1.350 2.318 -3.517
S5 -1.590 0.817 -2.753
H22 3.092 -0.917 -1.868
H23 5.120 -1.504 -3.474
H24 4.264 -2.267 -5.836
H25 -1.462 -1.204 -5.066
H26 -2.727 -3.469 -5.556
H27 -2.106 -5.291 -3.773
H28 1.632 1.048 -4.299
H29 0.241 3.266 -4.630
H30 -2.105 3.081 -3.453
C36 3.764 0.097 2.429
C37 2.890 0.259 1.223
O4 3.242 -0.310 0.128
H31 4.789 0.014 2.066
H32 3.486 -0.807 2.972
H33 3.670 0.941 3.110

Its electronic energy is -5036.90036 hartree. The calculation puts the relative energy (zero: lowest compared OMol25 entry of this formula, charge and spin) at 0.00 kcal/mol. As for the orbital gap (spin up / spin down): 5.4 / 5.2 eV. The multiplicity is 2. The total charge is -2.

Calculated atomic charges, method Mulliken, unit e: -0.24 -2.13 1.92 0.93 -1.54 0.45 -0.38 -0.28 0.86 0.00 -0.36 -0.55 -0.33 -0.84 0.06 0.15 -0.16 -1.19 -0.81 -0.76 0.46 -0.79 0.47 0.37 0.22 0.57 -1.10 0.35 0.34 0.34 0.40 0.41 0.32 0.35 0.33 0.41 -0.68 -0.73 0.78 -0.88 -0.23 -1.06 -0.34 0.44 0.56 0.66 -0.21 0.42 0.36 0.40 0.47 0.58 2.22 -0.58 -0.40 -1.27 -0.43 -0.14 -0.55 -0.16 -0.87 -0.61 0.07 -0.23 -0.51 -0.71 -0.51 -0.05 0.49 0.41 0.43 0.57 0.38 0.44 0.51 0.33 0.51 -2.06 1.31 -0.64 0.53 0.29 0.40



Record 2
Here is a molecular structure, C37H33N6NiP2 from the Open Molecules 2025 dataset. Energies are from ωB97M-V with the def2-TZVPD basis set.

Cartesian coordinates (Å):
Ni1 0.326 -0.718 0.091
C1 0.044 3.962 2.714
C2 -0.935 3.071 3.125
C3 -0.724 1.711 3.019
C4 0.492 1.229 2.536
C5 1.455 2.124 2.085
C6 1.223 3.485 2.170
P1 0.714 -0.576 2.447
C7 0.893 -1.101 4.189
C8 0.419 -0.344 5.254
C9 0.559 -0.805 6.551
C10 1.171 -2.023 6.797
C11 1.641 -2.784 5.739
C12 1.496 -2.334 4.439
C13 2.390 -0.772 1.761
C14 3.612 -0.682 2.413
C15 4.768 -0.853 1.674
C16 4.703 -1.099 0.313
C17 3.478 -1.182 -0.340
C18 2.309 -1.018 0.385
H1 -0.111 5.024 2.822
H2 -1.859 3.443 3.540
H3 -1.508 1.017 3.296
H4 2.385 1.762 1.673
H5 1.970 4.180 1.820
H6 -0.043 0.616 5.080
H7 0.191 -0.203 7.368
H8 1.279 -2.374 7.812
H9 2.124 -3.731 5.932
H10 1.867 -2.927 3.612
H11 3.649 -0.502 3.477
H12 5.729 -0.796 2.162
H13 5.614 -1.233 -0.252
H14 3.454 -1.376 -1.405
N1 -1.265 -1.274 -2.200
P2 0.375 -0.752 -2.271
C19 0.603 -0.987 -4.084
C20 1.545 -1.878 -4.578
C21 1.679 -2.059 -5.947
C22 0.874 -1.353 -6.826
C23 -0.075 -0.470 -6.334
C24 -0.208 -0.285 -4.972
C25 0.292 1.072 -2.288
C26 -0.846 1.835 -2.516
C27 -0.750 3.213 -2.560
C28 0.474 3.836 -2.376
C29 1.608 3.083 -2.128
C30 1.517 1.704 -2.091
C31 -1.677 -2.146 -1.225
C32 -2.900 -2.816 -1.337
C33 -3.266 -3.721 -0.364
C34 -2.408 -3.941 0.709
C35 -1.237 -3.212 0.770
N2 -0.884 -2.327 -0.159
H15 -1.801 -1.309 -3.059
H16 2.169 -2.426 -3.888
H17 2.414 -2.751 -6.331
H18 0.983 -1.484 -7.892
H19 -0.710 0.084 -7.011
H20 -0.934 0.423 -4.599
H21 -1.813 1.366 -2.638
H22 -1.634 3.801 -2.751
H23 0.537 4.912 -2.423
H24 2.559 3.566 -1.962
H25 2.398 1.100 -1.914
H26 -3.532 -2.626 -2.190
H27 -4.199 -4.259 -0.447
H28 -2.646 -4.656 1.479
H29 -0.535 -3.348 1.583
N3 -4.658 1.011 -1.590
C36 -4.315 2.008 -0.737
N4 -5.136 3.061 -0.626
N5 -3.215 2.023 -0.048
C37 -2.259 1.185 0.019
N6 -1.322 0.529 0.203
H30 -5.581 0.977 -1.988
H31 -4.126 0.156 -1.567
H32 -6.008 3.119 -1.121
H33 -4.863 3.822 -0.028

Its electronic energy is -3949.13501 hartree. As for the orbital gap (spin up / spin down): 7.6 / 7.8 eV. The multiplicity is 3. The total charge is +1.

Calculated atomic charges, method Mulliken, unit e: -0.99 -0.70 -0.78 -0.57 0.53 -0.43 -0.75 0.94 0.58 -0.37 -0.77 -0.53 -0.72 -0.41 0.17 0.02 -0.89 -0.65 0.37 -0.55 0.43 0.46 0.55 0.32 0.45 0.42 0.42 0.39 0.41 0.43 0.54 0.42 0.43 0.42 0.23 0.20 0.74 -0.27 -0.76 -0.52 -0.86 -0.34 1.50 -0.46 -0.86 -0.81 -0.63 -0.68 0.37 -0.96 -0.41 -1.02 -0.22 0.37 0.41 0.39 0.42 0.41 0.43 0.23 0.77 0.43 0.43 0.49 0.37 0.47 0.44 0.45 0.46 -0.28 0.50 -0.40 -0.67 0.60 -0.35 0.23 0.13 0.19 0.24



Record 3
Here is 2 unconnected molecules or ions with the total composition C37H33NOP from the Open Molecules 2025 dataset. Energies are from ωB97M-V with the def2-TZVPD basis set.

Cartesian coordinates (Å):
C1 2.072 -3.245 2.955
C2 1.825 -1.804 2.808
N1 2.814 -0.874 2.836
C3 4.234 -1.185 2.906
C4 2.271 0.411 2.735
C5 0.870 0.275 2.617
C6 0.079 1.397 2.434
C7 0.693 2.654 2.400
C8 2.085 2.783 2.552
C9 2.899 1.656 2.728
C10 0.561 -1.150 2.667
C11 -0.697 -1.726 2.479
C12 -1.974 -1.130 2.758
C13 -2.193 -0.173 3.788
C14 -3.426 0.459 3.927
C15 -4.463 0.196 3.020
C16 -4.297 -0.811 2.063
C17 -3.110 -1.524 1.996
H1 1.101 -3.737 3.078
H2 2.563 -3.676 2.069
H3 2.686 -3.486 3.835
H4 4.817 -0.262 2.900
H5 4.467 -1.744 3.819
H6 4.533 -1.791 2.043
H7 -0.999 1.280 2.354
H8 0.074 3.539 2.262
H9 2.520 3.781 2.523
H10 3.975 1.754 2.834
H11 -0.712 -2.761 2.123
H12 -1.382 0.063 4.485
H13 -3.595 1.168 4.740
H14 -5.405 0.748 3.068
H15 -5.106 -1.045 1.372
H16 -3.000 -2.370 1.319
C18 0.880 -5.243 -1.674
C19 0.780 -4.804 -2.997
C20 0.603 -3.451 -3.286
C21 0.519 -2.532 -2.229
P1 0.252 -0.767 -2.481
C22 1.702 0.077 -1.863
C23 1.546 1.410 -1.455
C24 2.644 2.095 -0.947
C25 3.883 1.463 -0.853
C26 4.032 0.133 -1.256
C27 2.942 -0.570 -1.766
C28 0.156 -0.464 -4.248
C29 -1.088 -0.505 -4.909
C30 -1.142 -0.347 -6.294
C31 0.026 -0.145 -7.035
C32 1.261 -0.084 -6.381
C33 1.331 -0.236 -4.996
C34 -1.024 -0.304 -1.397
C35 -2.194 -1.105 -1.335
O1 -3.262 -0.811 -0.767
C36 0.618 -2.965 -0.897
C37 0.798 -4.322 -0.621
H17 1.015 -6.303 -1.456
H18 0.836 -5.519 -3.817
H19 0.529 -3.097 -4.319
H20 0.570 1.890 -1.527
H21 2.514 3.123 -0.609
H22 4.739 2.010 -0.449
H23 4.999 -0.366 -1.176
H24 3.039 -1.612 -2.082
H25 -1.999 -0.667 -4.331
H26 -2.105 -0.379 -6.799
H27 -0.023 -0.022 -8.120
H28 2.173 0.090 -6.949
H29 2.296 -0.181 -4.487
H30 -1.066 0.699 -0.975
H31 -2.130 -2.084 -1.870
H32 0.541 -2.229 -0.093
H33 0.866 -4.648 0.415

Its electronic energy is -1900.83660 hartree. The calculation puts the relative energy (zero: lowest compared OMol25 entry of this formula, charge and spin) at 0.00 kcal/mol. As for the orbital gap: 5.4 eV. The total charge is +1.

Calculated atomic charges, method Mulliken, unit e: -1.92 0.63 0.37 -0.96 -0.15 1.04 0.00 -1.10 -0.85 -0.95 1.21 -0.36 0.21 -0.29 -0.54 -0.47 -0.67 -0.52 0.41 0.37 0.48 0.33 0.32 0.34 0.47 0.41 0.43 0.34 0.30 0.48 0.41 0.41 0.38 0.40 -0.86 -0.63 -0.71 -0.24 2.50 0.03 -0.49 -0.78 -0.54 -0.94 -0.04 0.10 -0.36 -0.70 -0.49 -0.67 -0.27 -0.25 -0.30 -0.65 0.35 -0.35 0.39 0.41 0.37 0.42 0.48 0.44 0.48 0.48 0.37 0.40 0.39 0.40 0.32 0.09 0.38 0.06 0.41